Below is a cluster of 9 separate species, C71H155N9O9 in total in a non-equilibrium geometry, with properties calculated with the ωB97M-V functional and the def2-TZVPD basis.

The geometry in XYZ format:
```
244
Properties=species:S:1:pos:R:3
C 0.89 -5.08 6.06
C -0.55 -5.51 5.62
C -0.65 -7.03 5.89
C -1.63 -4.81 6.51
C -1.93 -3.37 6.22
C -2.32 -3.35 4.76
C -1.23 -3.88 3.76
C -1.81 -3.79 2.33
C -0.07 -2.84 3.66
N -0.86 -5.27 4.21
O 0.00 -5.90 3.30
H 1.62 -5.09 5.24
H 0.87 -4.00 6.23
H 1.17 -5.60 6.97
H -0.68 -7.30 6.95
H -1.55 -7.39 5.40
H 0.22 -7.53 5.46
H -2.60 -5.29 6.39
H -1.44 -5.07 7.55
H -2.85 -2.99 6.68
H -1.08 -2.72 6.41
H -2.47 -2.36 4.34
H -3.23 -3.93 4.59
H -1.01 -4.00 1.62
H -2.37 -2.89 2.07
H -2.53 -4.61 2.27
H -0.32 -1.82 3.35
H 0.68 -3.19 2.95
H 0.60 -2.75 4.52
H -0.53 -6.66 3.05
C -1.64 6.49 -4.93
C -2.57 6.25 -3.63
C -2.24 7.43 -2.67
C -4.08 6.30 -4.12
C -5.08 5.69 -3.07
C -4.66 4.25 -2.74
C -3.26 4.11 -2.14
C -3.19 4.59 -0.69
C -2.94 2.55 -2.16
N -2.26 4.85 -3.01
O -0.95 4.76 -2.63
H -1.58 5.68 -5.66
H -2.04 7.26 -5.59
H -0.60 6.74 -4.69
H -3.04 7.44 -1.93
H -1.29 7.35 -2.15
H -2.30 8.35 -3.25
H -4.49 7.31 -4.07
H -4.27 6.02 -5.16
H -5.06 6.26 -2.15
H -6.04 5.72 -3.58
H -4.67 3.80 -3.74
H -5.44 3.87 -2.08
H -3.59 5.59 -0.58
H -2.15 4.67 -0.38
H -3.62 3.96 0.09
H -3.15 2.10 -3.13
H -3.46 1.99 -1.39
H -1.87 2.41 -1.97
H -0.72 3.98 -3.15
C 3.34 -0.84 6.05
C 4.56 -1.37 5.18
C 5.58 -0.18 4.92
C 5.16 -2.58 5.96
C 6.19 -3.45 5.22
C 5.52 -3.93 3.95
C 4.78 -2.92 3.10
C 5.84 -2.12 2.41
C 3.84 -3.76 2.15
N 3.96 -2.03 3.93
O 3.04 -1.24 3.27
H 2.97 0.06 5.56
H 2.54 -1.54 6.30
H 3.74 -0.40 6.96
H 5.11 0.37 4.10
H 5.60 0.43 5.82
H 6.61 -0.41 4.65
H 5.69 -2.12 6.79
H 4.34 -3.21 6.29
H 7.03 -2.77 5.06
H 6.53 -4.23 5.90
H 4.73 -4.58 4.32
H 6.37 -4.38 3.44
H 5.41 -1.22 1.98
H 6.27 -2.66 1.56
H 6.66 -1.81 3.06
H 2.97 -4.09 2.72
H 4.41 -4.65 1.90
H 3.55 -3.11 1.32
H 2.29 -1.83 3.21
C 3.10 3.77 -4.40
C 1.98 3.20 -5.22
C 1.18 4.46 -5.70
C 2.55 2.56 -6.54
C 1.54 1.69 -7.29
C 0.82 0.75 -6.40
C 0.28 1.34 -5.05
C -0.99 2.10 -5.47
C 0.13 0.08 -4.19
N 1.32 2.14 -4.46
O 0.95 2.51 -3.21
H 3.77 4.34 -5.04
H 2.78 4.41 -3.58
H 3.65 2.99 -3.87
H 1.84 5.28 -5.98
H 0.65 4.27 -6.64
H 0.51 4.85 -4.94
H 2.91 3.36 -7.19
H 3.38 1.93 -6.23
H 0.86 2.33 -7.86
H 2.11 1.17 -8.06
H 1.35 -0.18 -6.21
H -0.08 0.48 -6.95
H -1.36 2.69 -4.63
H -1.79 1.38 -5.67
H -0.95 2.81 -6.29
H -0.02 -0.83 -4.77
H -0.65 0.18 -3.43
H 1.04 -0.17 -3.65
H 1.66 2.02 -2.79
C 1.23 -6.07 0.37
C 2.11 -6.01 -0.89
C 1.62 -6.95 -2.02
C 2.03 -4.55 -1.42
C 3.12 -4.17 -2.40
C 4.53 -4.46 -1.89
C 4.73 -5.93 -1.33
C 4.96 -6.82 -2.62
C 5.98 -5.92 -0.54
N 3.52 -6.28 -0.49
O 3.59 -7.56 -0.08
H 0.23 -5.74 0.07
H 1.17 -7.13 0.61
H 1.64 -5.48 1.19
H 0.78 -6.47 -2.52
H 2.26 -7.09 -2.88
H 1.46 -7.92 -1.53
H 1.16 -4.51 -2.07
H 2.01 -3.76 -0.67
H 2.90 -4.55 -3.40
H 3.07 -3.08 -2.38
H 4.87 -3.78 -1.11
H 5.27 -4.15 -2.64
H 6.01 -6.83 -2.93
H 4.27 -6.54 -3.41
H 4.68 -7.83 -2.33
H 6.12 -6.85 0.01
H 5.90 -5.17 0.26
H 6.94 -5.80 -1.04
H 3.47 -7.50 0.87
C -2.07 -2.75 -1.99
C -3.61 -2.41 -2.16
C -3.85 -1.17 -1.19
C -3.78 -2.01 -3.64
C -5.26 -1.83 -3.91
C -6.05 -3.07 -3.75
C -5.87 -3.50 -2.27
C -6.85 -2.59 -1.46
C -6.41 -4.94 -2.32
N -4.46 -3.59 -1.85
O -4.35 -4.12 -0.48
H -1.61 -3.40 -2.74
H -1.44 -1.86 -2.01
H -1.87 -3.18 -1.01
H -4.84 -0.71 -1.28
H -3.87 -1.52 -0.16
H -3.04 -0.45 -1.22
H -3.20 -1.11 -3.83
H -3.32 -2.73 -4.32
H -5.71 -0.96 -3.43
H -5.28 -1.60 -4.97
H -5.54 -3.79 -4.38
H -7.08 -2.99 -4.09
H -6.68 -1.52 -1.46
H -6.65 -2.89 -0.43
H -7.90 -2.82 -1.59
H -5.73 -5.49 -2.97
H -7.39 -4.92 -2.80
H -6.42 -5.33 -1.30
H -4.04 -5.03 -0.57
C 2.67 2.01 2.92
C 3.31 3.12 2.13
C 3.95 4.10 3.21
C 4.43 2.47 1.33
C 5.07 3.33 0.24
C 3.90 3.94 -0.60
C 2.90 4.82 0.24
C 3.65 6.06 0.80
C 1.86 5.27 -0.80
N 2.38 3.86 1.22
O 1.18 4.28 1.88
H 2.18 1.19 2.39
H 3.42 1.48 3.51
H 1.99 2.43 3.67
H 3.42 5.05 3.28
H 3.74 3.74 4.22
H 5.02 4.25 3.03
H 5.20 2.03 1.96
H 3.95 1.63 0.83
H 5.73 4.13 0.59
H 5.63 2.71 -0.45
H 3.29 3.22 -1.14
H 4.28 4.55 -1.42
H 3.92 6.79 0.03
H 4.51 5.75 1.39
H 2.98 6.49 1.54
H 2.22 5.87 -1.63
H 1.12 5.77 -0.17
H 1.36 4.45 -1.31
H 0.68 3.46 1.94
C -4.28 5.27 2.86
O -5.67 5.19 2.70
C -6.36 6.34 3.21
C -7.80 6.30 2.66
C -7.90 6.00 1.12
N -8.44 7.56 2.91
H -3.79 5.82 2.06
H -3.86 4.26 2.79
H -3.97 5.75 3.79
H -6.45 6.34 4.29
H -5.86 7.26 2.89
H -8.43 5.57 3.16
H -7.43 6.80 0.57
H -8.94 6.07 0.79
H -7.49 5.03 0.85
H -9.35 7.62 2.47
H -8.61 7.78 3.88
C -1.79 2.36 1.23
O -0.57 1.80 1.76
C -0.32 0.44 1.31
C 0.24 0.38 -0.16
C 0.94 -1.02 -0.48
N 1.26 1.43 -0.33
H -1.88 3.35 1.67
H -2.66 1.76 1.49
H -1.67 2.54 0.16
H 0.36 -0.07 2.00
H -1.24 -0.13 1.36
H -0.44 0.47 -1.00
H 0.34 -1.88 -0.18
H 1.85 -1.23 0.08
H 0.98 -1.33 -1.53
H 1.75 1.63 0.53
H 0.82 2.33 -0.36
```

Calculated values
- Multiplicity: 1
- E_tot: -3967.6644 Ha
- Orbital gap: 8.23 eV
- Energy relative to the best compared isomer or geometry (same formula, charge and spin): 97.0 kcal per mole
- SMILES: CC1(C)CCCC(C)(C)N1O.CC1(C)CCCC(C)(C)N1O.CC1(C)CCCC(C)(C)N1O.CC1(C)CCCC(C)(C)N1O.CC1(C)CCCC(C)(C)N1O.CC1(C)CCCC(C)(C)N1O.CC1(C)CCCC(C)(C)N1O.COC[C@H](C)N.COC[C@H](C)N
- HOMO level: -7.8 eV